{
  "formula": "C45H48As2CdN7O4",
  "method": "ωB97M-V with the def2-TZVPD basis set",
  "relative_energy_kj_mol": 47.9,
  "lumo_energy_ev": -2.14,
  "orbital_gap_ev": 8.4,
  "total_charge": 1,
  "symbols": ["Cd", "O", "C", "N", "C", "O", "C", "C", "C", "C", "C", "N", "C", "C", "C", "C", "C", "N", "H", "H", "H", "H", "H", "H", "H", "H", "C", "C", "As", "C", "C", "C", "C", "C", "C", "C", "C", "C", "C", "C", "C", "As", "C", "C", "C", "C", "C", "C", "C", "C", "C", "C", "C", "C", "H", "H", "H", "H", "H", "H", "H", "H", "H", "H", "H", "H", "H", "H", "H", "H", "H", "H", "H", "H", "H", "H", "H", "H", "N", "N", "C", "O", "O", "H", "H", "H", "C", "C", "N", "C", "C", "N", "C", "C", "H", "H", "H", "H", "H", "H", "H", "H", "H", "H", "H", "H", "H"],
  "xyz": [[-0.293, -0.033, -0.632], [-4.400, 1.143, -0.484], [-3.210, 1.015, -0.681], [-2.340, 0.255, 0.048], [-2.639, -0.097, 1.325], [-3.360, 0.494, 2.114], [-1.937, -1.344, 1.803], [-2.532, -2.093, 2.812], [-1.901, -3.242, 3.254], [-0.683, -3.587, 2.687], [-0.166, -2.776, 1.693], [-0.776, -1.682, 1.243], [-2.592, 1.681, -1.895], [-3.355, 2.625, -2.568], [-2.839, 3.224, -3.702], [-1.572, 2.851, -4.127], [-0.878, 1.906, -3.395], [-1.365, 1.327, -2.296], [-3.478, -1.762, 3.217], [-2.350, -3.856, 4.023], [-0.143, -4.469, 3.003], [0.784, -3.013, 1.232], [-4.338, 2.852, -2.183], [-3.412, 3.959, -4.251], [-1.123, 3.282, -5.011], [0.107, 1.591, -3.705], [3.332, -2.812, 0.087], [2.761, -2.786, -1.338], [0.894, -2.176, -1.656], [-0.074, -3.869, -1.509], [0.397, -5.000, -0.855], [-0.380, -6.149, -0.797], [-1.635, -6.173, -1.386], [-2.115, -5.043, -2.035], [-1.340, -3.897, -2.090], [0.972, -2.137, -3.610], [0.170, -1.228, -4.292], [0.183, -1.172, -5.678], [1.007, -2.025, -6.396], [1.801, -2.944, -5.724], [1.778, -3.006, -4.340], [2.967, -1.274, 1.303], [4.541, -0.182, 0.883], [5.177, -0.196, -0.354], [6.241, 0.655, -0.627], [6.693, 1.532, 0.345], [6.087, 1.538, 1.595], [5.021, 0.693, 1.856], [3.764, -2.201, 2.861], [5.122, -2.482, 2.987], [5.599, -3.179, 4.087], [4.724, -3.613, 5.074], [3.367, -3.349, 4.956], [2.896, -2.645, 3.856], [4.414, -2.947, 0.045], [2.937, -3.682, 0.617], [2.812, -3.796, -1.745], [3.357, -2.152, -1.995], [1.375, -5.001, -0.387], [0.000, -7.028, -0.293], [-2.241, -7.068, -1.339], [-3.092, -5.054, -2.501], [-1.715, -3.013, -2.596], [-0.477, -0.567, -3.728], [-0.451, -0.466, -6.199], [1.028, -1.981, -7.477], [2.439, -3.620, -6.279], [2.381, -3.747, -3.831], [4.871, -0.903, -1.116], [6.725, 0.619, -1.595], [7.519, 2.201, 0.143], [6.458, 2.196, 2.370], [4.563, 0.690, 2.838], [5.816, -2.151, 2.223], [6.658, -3.388, 4.174], [5.099, -4.161, 5.928], [2.676, -3.700, 5.712], [1.833, -2.444, 3.753], [2.073, 1.058, -2.365], [1.765, 2.319, -1.797], [1.469, 2.357, -0.419], [1.533, 3.454, 0.136], [1.144, 1.245, 0.145], [3.019, 0.794, -2.108], [2.044, 1.150, -3.373], [2.362, 3.085, -2.073], [-0.990, 3.534, 3.974], [-0.855, 2.583, 2.759], [0.153, 1.563, 3.031], [-0.146, 0.846, 4.257], [-0.075, 1.814, 5.470], [0.117, 3.195, 4.925], [1.434, 3.298, 4.214], [1.462, 2.194, 3.130], [-1.939, 3.397, 4.493], [-0.892, 4.582, 3.698], [-0.544, 3.124, 1.865], [-1.815, 2.116, 2.567], [0.582, 0.043, 4.380], [-1.138, 0.403, 4.171], [0.769, 1.591, 6.122], [-0.990, 1.804, 6.060], [0.105, 3.858, 5.696], [2.230, 3.182, 4.949], [1.497, 4.293, 3.778], [2.196, 1.423, 3.374], [1.716, 2.619, 2.160]],
  "forces_ev_per_angstrom": [[0.0, -0.5, -0.2], [0.1, 0.1, 0.0], [-0.1, -0.1, 0.2], [-0.2, 0.1, 0.1], [-0.2, 0.1, 0.1], [0.0, -0.1, -0.1], [0.0, -0.1, 0.1], [0.0, 0.0, 0.0], [0.0, 0.1, -0.1], [0.0, -0.1, 0.0], [0.0, 0.0, 0.0], [-0.1, 0.0, 0.2], [-0.1, 0.0, -0.2], [0.0, 0.0, 0.0], [0.1, -0.1, 0.0], [0.0, 0.0, 0.0], [0.0, 0.1, 0.0], [-0.2, 0.2, 0.0], [0.0, 0.0, 0.0], [0.0, 0.0, 0.0], [0.0, 0.0, 0.0], [0.0, -0.1, 0.0], [0.0, 0.0, 0.0], [0.0, 0.0, 0.0], [0.0, 0.0, 0.0], [-0.1, 0.0, 0.0], [-0.3, 0.1, -0.2], [0.0, 0.2, 0.3], [0.5, -1.0, -0.7], [-0.2, 0.2, 0.1], [0.2, 0.1, 0.0], [0.0, -0.1, 0.0], [0.0, 0.0, 0.0], [0.0, 0.0, 0.0], [0.1, 0.1, 0.0], [0.0, 0.1, 0.0], [0.0, 0.0, 0.2], [0.0, 0.0, -0.1], [0.0, 0.0, 0.0], [0.0, 0.0, 0.0], [0.0, 0.0, 0.1], [0.6, -0.2, 0.2], [0.0, 0.1, -0.1], [-0.1, -0.2, 0.0], [0.0, 0.0, 0.0], [0.0, 0.0, 0.0], [0.0, 0.0, 0.0], [-0.2, -0.1, 0.0], [-0.2, 0.0, 0.0], [0.0, 0.1, -0.1], [0.0, 0.0, 0.0], [0.0, 0.0, 0.0], [0.0, -0.1, 0.0], [-0.1, 0.1, -0.1], [0.0, 0.0, 0.0], [0.0, 0.1, 0.1], [-0.1, 0.0, -0.1], [0.0, 0.1, 0.0], [0.0, 0.0, 0.0], [0.0, 0.0, 0.0], [0.0, 0.0, 0.0], [0.0, 0.0, 0.0], [-0.1, 0.0, 0.0], [0.0, 0.0, -0.1], [0.0, 0.0, 0.0], [0.0, 0.0, 0.0], [0.0, 0.0, 0.0], [0.0, 0.0, -0.1], [0.0, 0.0, 0.0], [0.0, 0.0, 0.0], [0.0, 0.0, 0.0], [0.0, 0.0, 0.0], [0.0, 0.1, 0.0], [0.0, 0.0, 0.0], [0.0, 0.0, 0.0], [0.0, 0.0, 0.0], [0.0, 0.0, 0.0], [0.0, 0.0, 0.1], [0.0, 0.1, 0.2], [0.0, -0.1, 0.1], [-0.1, 0.0, 0.0], [0.0, -0.1, 0.0], [0.6, 0.9, 0.1], [0.2, -0.1, 0.0], [0.0, 0.0, 0.0], [0.0, 0.1, 0.1], [-0.2, 0.0, -0.3], [0.1, 0.0, -0.1], [0.0, -0.1, 0.0], [-0.1, 0.1, -0.1], [0.0, -0.4, 0.0], [0.0, 0.1, 0.1], [0.3, -0.1, -0.2], [0.0, -0.2, -0.1], [0.1, 0.0, 0.1], [0.1, 0.0, 0.1], [0.0, 0.0, 0.0], [-0.1, -0.1, 0.0], [0.0, 0.0, 0.0], [0.0, 0.0, 0.0], [0.0, 0.1, 0.0], [0.0, 0.1, 0.0], [0.0, 0.0, 0.0], [-0.1, 0.0, 0.1], [-0.1, 0.0, 0.1], [0.0, 0.0, 0.0], [0.0, 0.0, 0.0]],
  "mulliken_charge": [4.38, -0.65, -0.17, 0.11, -0.22, -0.70, 0.34, -0.57, -0.90, -1.34, -0.59, 0.85, 0.11, -0.62, -0.42, -1.34, 0.23, 0.18, 0.60, 0.48, 0.57, 0.76, 0.54, 0.44, 0.45, 0.37, -1.81, -1.79, -0.04, 0.72, -0.08, -0.81, -0.56, -0.77, -0.51, 0.28, -0.39, -0.64, -0.60, -0.69, -0.40, 0.60, 0.69, -0.34, -0.78, -0.55, -0.80, -0.53, 0.43, -0.44, -0.74, -0.52, -0.77, -0.26, 0.91, 0.77, 0.65, 0.85, 0.17, 0.45, 0.41, 0.44, 0.32, 0.37, 0.48, 0.39, 0.44, 0.32, 0.26, 0.42, 0.39, 0.41, 0.36, 0.35, 0.41, 0.39, 0.45, 0.15, -0.51, -0.19, -0.03, -0.78, -0.35, 0.15, 0.27, 0.25, -1.03, -0.25, 0.60, -0.15, -0.87, 0.03, -1.10, 0.22, 0.36, 0.33, 0.46, 0.08, 0.03, 0.40, 0.34, 0.36, 0.29, 0.37, 0.35, 0.04, -0.04]
}

{
  "formula": "C3H5BrFNO2",
  "method": "ωB97M-V with the def2-TZVPD basis set",
  "smiles": "CC[C@](F)(Br)[N+](=O)[O-]",
  "relative_energy_kj_mol": 0.0,
  "lumo_energy_ev": -0.26,
  "orbital_gap_ev": 10.8,
  "symbols": ["C", "C", "C", "N", "O", "O", "F", "Br", "H", "H", "H", "H", "H"],
  "xyz": [[1.607, 0.845, -0.134], [0.551, -0.174, 0.382], [-0.799, -0.029, -0.259], [-1.690, -1.130, 0.228], [-2.238, -0.892, 1.234], [-1.760, -2.164, -0.393], [-0.605, -0.248, -1.748], [-1.812, 1.593, -0.053], [1.573, 1.704, 0.492], [2.571, 0.508, -0.261], [1.292, 1.317, -1.140], [0.256, -0.170, 1.424], [1.052, -1.160, 0.227]],
  "forces_ev_per_angstrom": [[-3.7, 1.9, -1.2], [1.1, -0.3, -0.5], [0.9, -0.6, -4.5], [0.5, -1.3, -2.3], [-1.4, 0.5, 3.1], [0.4, 0.1, -0.4], [-0.7, 0.5, 3.4], [0.8, 0.0, -0.2], [0.4, 0.7, 0.8], [2.0, -1.1, 0.1], [0.3, -1.2, 1.3], [0.8, 0.5, 0.6], [-1.3, 0.3, -0.3]],
  "mulliken_charge": [-1.16, -0.56, 0.42, 0.86, -0.48, -0.54, -0.29, -0.03, 0.34, 0.40, 0.29, 0.49, 0.27]
}

{
  "formula": "C16H22AsBN2RuS",
  "method": "ωB97M-V with the def2-TZVPD basis set",
  "relative_energy_kj_mol": 0.0,
  "lumo_energy_ev": [-9.13, -9.13],
  "orbital_gap_ev": [5.9, 5.9],
  "total_charge": 2,
  "symbols": ["Ru", "N", "C", "C", "C", "C", "C", "C", "C", "C", "C", "C", "C", "C", "H", "H", "H", "H", "H", "H", "H", "H", "H", "H", "B", "C", "N", "H", "H", "H", "C", "As", "C", "C", "S", "H", "H", "H", "H", "H", "H", "H", "H", "H"],
  "xyz": [[1.103, 0.363, 0.329], [-0.592, -0.752, 0.154], [-1.459, -0.726, 1.337], [-1.912, -1.924, 1.849], [-2.783, -1.906, 2.930], [-3.188, -0.696, 3.469], [-2.714, 0.498, 2.947], [-1.831, 0.510, 1.869], [-1.238, 1.779, 1.400], [-1.899, 2.992, 1.514], [-1.260, 4.188, 1.199], [0.076, 4.235, 0.802], [0.778, 3.053, 0.707], [0.105, 1.832, 0.932], [-0.374, -1.725, -0.053], [-1.135, -0.405, -0.636], [-1.599, -2.868, 1.418], [-3.139, -2.837, 3.349], [-3.861, -0.678, 4.314], [-3.000, 1.431, 3.412], [-2.928, 3.017, 1.846], [-1.819, 5.111, 1.281], [0.555, 5.181, 0.589], [1.824, 3.061, 0.414], [3.444, -2.401, 2.999], [2.527, -1.444, 2.278], [1.787, -0.724, 1.704], [4.197, -1.729, 3.650], [2.705, -3.179, 3.551], [3.991, -2.947, 2.056], [2.316, -0.203, -4.894], [1.114, -0.541, -3.445], [1.018, -2.430, -3.128], [-0.613, 0.183, -3.861], [2.006, 0.510, -1.737], [1.897, -0.676, -5.783], [3.287, -0.636, -4.662], [2.405, 0.870, -5.047], [0.479, -2.895, -3.953], [0.501, -2.632, -2.193], [2.031, -2.823, -3.075], [-1.097, -0.459, -4.597], [-0.478, 1.183, -4.269], [-1.226, 0.242, -2.964]],
  "forces_ev_per_angstrom": [[0.4, 0.0, 0.0], [-0.1, 0.0, -0.1], [0.1, 0.1, -0.1], [-0.1, 0.1, 0.0], [0.0, -0.1, 0.0], [0.0, 0.0, 0.0], [0.0, 0.0, 0.0], [0.0, 0.0, 0.0], [0.1, -0.1, 0.0], [0.0, 0.0, 0.0], [0.0, 0.0, 0.0], [0.1, 0.0, 0.1], [-0.1, -0.1, -0.1], [-0.2, 0.2, -0.1], [0.1, 0.0, 0.1], [0.0, 0.0, 0.0], [0.0, 0.0, 0.0], [0.0, 0.0, 0.0], [0.0, 0.0, 0.0], [0.0, 0.0, 0.0], [0.0, 0.0, 0.0], [0.0, 0.0, 0.0], [0.0, 0.0, 0.0], [0.0, 0.0, 0.0], [-0.1, 0.1, 0.0], [-0.1, 0.0, 0.0], [0.2, -0.1, 0.0], [0.0, -0.1, 0.1], [0.1, 0.0, 0.1], [0.0, 0.0, 0.0], [0.0, 0.0, 0.0], [0.0, 0.0, 0.0], [0.0, 0.0, 0.0], [0.0, 0.0, 0.0], [-0.2, 0.0, 0.1], [0.0, 0.0, 0.0], [0.0, 0.0, 0.0], [0.0, 0.0, 0.0], [0.0, 0.0, 0.0], [0.0, 0.0, 0.0], [0.0, 0.0, 0.0], [0.0, 0.0, 0.0], [0.0, 0.0, 0.0], [0.0, 0.0, 0.0]],
  "mulliken_charge": [0.22, -0.07, 1.02, -0.80, -0.68, -0.81, -0.95, 0.92, 0.55, -0.79, -0.58, -0.81, -0.44, 0.87, 0.32, 0.21, 0.38, 0.42, 0.43, 0.46, 0.53, 0.43, 0.45, 0.49, 0.09, 0.09, -0.74, -0.03, -0.02, -0.01, -1.00, 0.66, -0.86, -0.89, -0.31, 0.41, 0.38, 0.38, 0.41, 0.25, 0.36, 0.41, 0.36, 0.28]
}